Model A:
Here is a molecular structure, C45H46ClN7O5SSn from the Open Molecules 2025 dataset. Energies are from wB97M-V/def2-TZVPD.

## Properties
HOMO level ... -12.8222 eV
Orbital gap ... 0.1908 hartree
E_LUMO ... -7.6 eV
Total charge ... +2

Geometry (Å):
Sn (-1.921, -0.760, 0.417)
C (-1.277, -2.830, 4.851)
O (-0.809, -2.961, 3.496)
C (-1.323, -3.869, 2.696)
C (-2.389, -4.720, 3.007)
C (-2.879, -5.569, 2.041)
C (-2.353, -5.627, 0.731)
C (-1.295, -4.840, 0.407)
C (-0.737, -3.969, 1.387)
N (0.394, -3.273, 1.194)
N (1.074, -3.361, 0.164)
C (1.662, -2.630, -0.702)
C (1.292, -1.170, -0.784)
O (0.395, -0.710, -0.074)
C (2.123, -0.347, -1.614)
C (3.140, -0.873, -2.326)
C (3.475, -2.281, -2.325)
C (4.513, -2.768, -3.113)
C (4.813, -4.122, -3.112)
C (4.078, -4.998, -2.325)
C (3.039, -4.527, -1.536)
C (2.740, -3.170, -1.525)
H (-0.770, -3.563, 5.477)
H (-2.357, -2.950, 4.916)
H (-1.006, -1.825, 5.158)
H (-2.824, -4.730, 3.995)
H (-3.699, -6.224, 2.304)
H (-2.784, -6.303, 0.007)
H (-0.849, -4.866, -0.577)
H (1.895, 0.710, -1.631)
H (3.750, -0.218, -2.937)
H (5.086, -2.082, -3.724)
H (5.618, -4.497, -3.729)
H (4.311, -6.053, -2.329)
H (2.455, -5.214, -0.938)
C (-7.160, -6.271, -1.026)
C (-6.044, -5.306, -1.303)
C (-5.536, -5.142, -2.586)
C (-4.532, -4.219, -2.847)
C (-4.023, -3.468, -1.803)
C (-4.504, -3.621, -0.507)
C (-5.510, -4.534, -0.266)
S (-2.793, -2.268, -2.145)
O (-1.626, -2.562, -1.263)
O (-2.489, -2.246, -3.544)
N (-3.386, -0.904, -1.550)
C (-2.813, 0.239, -2.086)
C (-3.042, 0.745, -3.366)
C (-2.372, 1.885, -3.744)
C (-1.482, 2.502, -2.858)
C (-1.297, 1.946, -1.617)
N (-1.961, 0.840, -1.235)
H (-7.473, -6.786, -1.931)
H (-8.023, -5.744, -0.617)
H (-6.858, -7.020, -0.293)
H (-5.938, -5.732, -3.399)
H (-4.147, -4.075, -3.847)
H (-4.104, -3.019, 0.303)
H (-5.903, -4.650, 0.737)
H (-3.728, 0.231, -4.022)
H (-2.528, 2.301, -4.730)
H (-0.952, 3.399, -3.141)
H (-0.604, 2.362, -0.898)
C (3.701, 5.688, 2.665)
C (2.658, 4.573, 2.861)
C (3.187, 3.324, 2.144)
C (2.624, 4.304, 4.372)
C (1.231, 5.006, 2.328)
O (0.957, 6.364, 2.654)
C (0.962, 4.774, 0.823)
C (1.698, 5.684, -0.189)
C (2.448, 4.921, -1.251)
C (1.756, 4.059, -2.098)
C (2.404, 3.346, -3.091)
C (3.778, 3.478, -3.228)
Cl (4.603, 2.567, -4.455)
C (4.493, 4.333, -2.407)
C (3.820, 5.054, -1.430)
C (0.037, 4.345, 3.069)
N (-0.258, 2.961, 2.723)
C (-1.126, 2.496, 1.829)
N (-1.083, 1.167, 1.806)
C (-0.156, 0.875, 2.757)
N (0.371, 1.930, 3.320)
H (4.668, 5.316, 3.003)
H (3.477, 6.568, 3.269)
H (3.830, 5.986, 1.628)
H (4.129, 3.025, 2.606)
H (3.388, 3.515, 1.088)
H (2.505, 2.480, 2.227)
H (3.645, 4.210, 4.741)
H (2.103, 3.379, 4.615)
H (2.160, 5.133, 4.910)
H (1.684, 6.923, 2.366)
H (-0.113, 4.936, 0.690)
H (1.156, 3.727, 0.579)
H (2.378, 6.367, 0.311)
H (0.963, 6.320, -0.686)
H (0.679, 3.966, -1.997)
H (1.851, 2.712, -3.772)
H (5.560, 4.442, -2.536)
H (4.383, 5.732, -0.800)
H (-0.837, 4.937, 2.801)
H (0.162, 4.394, 4.144)
H (-1.774, 3.122, 1.239)
H (0.137, -0.131, 3.010)

These are the Löwdin partial charges, in e, on atoms 1 to 2:
1. Sn 1.40
2. C 0.01

---

Model B:
Here is a molecular structure, C45H46ClN7O5SSn from the Open Molecules 2025 dataset. Energies are from wB97M-V/def2-TZVPD.

## Properties
HOMO level (spin up / spin down) ... -12.4048 / -12.4048 eV
Orbital gap (spin up / spin down) ... 0.1771 / 0.1771 hartree
E_LUMO (spin up / spin down) ... -7.6 / -7.6 eV
Total charge ... +2

Geometry (Å):
Sn (1.059, -0.219, -0.725)
C (1.337, -2.042, -3.979)
O (1.511, -2.494, -2.611)
C (2.328, -3.477, -2.347)
C (3.071, -4.184, -3.300)
C (3.721, -5.330, -2.918)
C (3.666, -5.851, -1.596)
C (2.991, -5.170, -0.643)
C (2.353, -3.926, -0.970)
N (1.843, -3.102, -0.066)
N (1.801, -3.486, 1.160)
C (0.799, -3.454, 1.950)
C (-0.574, -3.063, 1.364)
O (-0.606, -2.704, 0.202)
C (-1.701, -3.057, 2.280)
C (-1.510, -3.330, 3.579)
C (-0.212, -3.633, 4.176)
C (-0.115, -3.879, 5.539)
C (1.111, -4.201, 6.106)
C (2.247, -4.285, 5.314)
C (2.165, -4.036, 3.951)
C (0.943, -3.702, 3.381)
H (1.194, -2.896, -4.636)
H (0.436, -1.438, -3.961)
H (2.196, -1.439, -4.268)
H (3.131, -3.841, -4.321)
H (4.301, -5.863, -3.660)
H (4.194, -6.762, -1.357)
H (2.989, -5.491, 0.389)
H (-2.681, -2.853, 1.869)
H (-2.363, -3.332, 4.249)
H (-1.002, -3.821, 6.157)
H (1.177, -4.394, 7.168)
H (3.196, -4.557, 5.755)
H (3.048, -4.105, 3.329)
C (9.264, 2.465, -0.286)
C (7.899, 1.939, -0.624)
C (7.308, 2.238, -1.849)
C (6.045, 1.770, -2.167)
C (5.369, 0.986, -1.239)
C (5.940, 0.656, -0.015)
C (7.204, 1.132, 0.278)
S (3.755, 0.455, -1.614)
O (3.551, -0.855, -0.967)
O (3.567, 0.501, -3.042)
N (2.614, 1.294, -0.841)
C (2.004, 2.431, -1.409)
C (2.651, 3.551, -1.905)
C (1.860, 4.571, -2.403)
C (0.475, 4.439, -2.396)
C (-0.072, 3.266, -1.914)
N (0.681, 2.269, -1.440)
H (9.430, 3.442, -0.738)
H (10.037, 1.792, -0.663)
H (9.398, 2.553, 0.791)
H (7.846, 2.847, -2.566)
H (5.593, 1.989, -3.125)
H (5.404, 0.031, 0.686)
H (7.663, 0.879, 1.225)
H (3.729, 3.625, -1.879)
H (2.321, 5.466, -2.800)
H (-0.166, 5.224, -2.770)
H (-1.143, 3.104, -1.917)
C (-5.670, 3.457, 0.842)
C (-4.317, 2.956, 1.368)
C (-3.296, 3.177, 0.243)
C (-3.938, 3.843, 2.561)
C (-4.407, 1.452, 1.821)
O (-5.512, 1.250, 2.694)
C (-4.459, 0.431, 0.665)
C (-5.809, 0.243, -0.062)
C (-5.662, 0.290, -1.564)
C (-4.742, -0.537, -2.207)
C (-4.574, -0.496, -3.580)
C (-5.336, 0.389, -4.329)
Cl (-5.117, 0.454, -6.049)
C (-6.266, 1.211, -3.721)
C (-6.423, 1.154, -2.341)
C (-3.272, 1.052, 2.788)
N (-1.912, 1.067, 2.244)
C (-1.373, 0.344, 1.273)
N (-0.078, 0.624, 1.178)
C (0.123, 1.555, 2.154)
N (-0.962, 1.839, 2.823)
H (-5.551, 4.487, 0.502)
H (-6.439, 3.477, 1.617)
H (-6.029, 2.885, -0.012)
H (-3.163, 4.252, 0.101)
H (-3.640, 2.763, -0.709)
H (-2.314, 2.761, 0.472)
H (-4.098, 4.890, 2.299)
H (-2.889, 3.737, 2.843)
H (-4.559, 3.624, 3.431)
H (-6.317, 1.578, 2.280)
H (-4.165, -0.537, 1.084)
H (-3.708, 0.699, -0.078)
H (-6.539, 0.991, 0.243)
H (-6.239, -0.717, 0.228)
H (-4.154, -1.242, -1.628)
H (-3.870, -1.150, -4.076)
H (-6.863, 1.887, -4.318)
H (-7.158, 1.796, -1.871)
H (-3.481, 0.049, 3.159)
H (-3.259, 1.722, 3.641)
H (-1.913, -0.352, 0.652)
H (1.077, 2.009, 2.363)

These are the Löwdin partial charges, in e, on atoms 1 to 2:
1. Sn 1.48
2. C 0.01

---

According to the calculations, the structures order from most to least stable as model A, model B.

---

Model A:
Here is 2 unconnected molecules or ions with the total composition C3H9NOS from the Open Molecules 2025 dataset. Energies are from wB97M-V/def2-TZVPD.

## Properties
<S²> ... 0.756
HOMO level (spin up / spin down) ... -14.3226 / -13.9193 eV
Spin multiplicity ... 2
Orbital gap (spin up / spin down) ... 0.3882 / 0.1631 hartree
E_LUMO (spin up / spin down) ... -3.8 / -9.5 eV
Total charge ... +1

Geometry (Å):
C (-0.986, 0.809, -2.358)
C (-0.282, -0.039, -1.304)
S (0.674, 1.014, -0.167)
H (-0.351, 1.341, -3.055)
H (-1.710, 1.493, -1.921)
H (-1.539, 0.098, -2.978)
H (-0.919, -0.712, -0.734)
H (0.478, -0.660, -1.776)
H (0.036, 2.195, -0.303)
C (1.399, -1.082, 2.494)
N (0.086, -0.643, 2.645)
O (1.625, -2.210, 2.141)
H (2.203, -0.387, 2.748)
H (-0.132, 0.175, 2.089)
H (-0.583, -1.391, 2.479)

These are the Löwdin partial charges, in e, on atoms 1 to 2:
1. C -0.14
2. C -0.48

---

Model B:
Here is a gas-phase ion, C3H9NOS (charge +1) from the Open Molecules 2025 dataset. Energies are from wB97M-V/def2-TZVPD.

## Properties
<S²> ... 0.754
HOMO level (spin up / spin down) ... -13.8148 / -13.5863 eV
Spin multiplicity ... 2
Orbital gap (spin up / spin down) ... 0.3546 / 0.1580 hartree
E_LUMO (spin up / spin down) ... -4.2 / -9.3 eV
Total charge ... +1

Geometry (Å):
C (-0.261, -0.500, -0.222)
C (1.245, -0.411, -0.056)
S (1.688, -1.219, 1.571)
N (-0.566, 0.356, -1.363)
C (-1.195, 1.627, -1.023)
O (-2.568, 1.525, -0.722)
H (-0.570, -1.523, -0.445)
H (-0.817, -0.228, 0.673)
H (1.613, 0.614, 0.074)
H (1.812, -0.976, -0.778)
H (2.328, -2.275, 1.045)
H (-1.209, -0.147, -1.968)
H (-0.638, 2.091, -0.201)
H (-1.142, 2.298, -1.877)
H (-2.689, 1.073, 0.124)

These are the Löwdin partial charges, in e, on atoms 1 to 2:
1. C -0.29
2. C -0.38

---

Model C:
Here is 2 unconnected molecules or ions with the total composition C3H9NOS from the Open Molecules 2025 dataset. Energies are from wB97M-V/def2-TZVPD.

## Properties
<S²> ... 0.753
HOMO level (spin up / spin down) ... -11.6481 / -11.6481 eV
Spin multiplicity ... 2
Orbital gap (spin up / spin down) ... 0.2758 / 0.0778 hartree
E_LUMO (spin up / spin down) ... -4.1 / -9.5 eV
Total charge ... +1

Geometry (Å):
C (3.406, 0.558, -3.070)
C (2.778, -0.802, -2.765)
S (1.048, -0.703, -2.529)
H (3.220, 1.317, -2.323)
H (3.037, 0.956, -4.018)
H (4.484, 0.492, -3.160)
H (2.894, -1.438, -3.638)
H (3.330, -1.385, -2.018)
H (0.903, 0.493, -1.930)
C (-4.054, 0.042, 4.883)
N (-4.312, 0.061, 3.550)
O (-4.721, 0.615, 5.708)
H (-3.173, -0.542, 5.148)
H (-3.699, -0.228, 2.819)
H (-5.142, 0.564, 3.344)

These are the Löwdin partial charges, in e, on atoms 1 to 2:
1. C -0.13
2. C -0.53

---

According to the calculations, the structures order from most to least stable as model C, model A, model B.

---

Model A:
Here is a single CH2F2N2 molecule from the Open Molecules 2025 dataset. Energies are from wB97M-V/def2-TZVPD.

## Properties
SMILES ... [H]/N=C(\F)NF
HOMO level ... -9.5736 eV
Orbital gap ... 0.3725 hartree
E_LUMO ... 0.6 eV

Geometry (Å):
C (-0.279, 0.023, -0.051)
N (-0.616, 1.492, -0.067)
N (0.888, -0.558, -0.312)
F (-1.263, -0.938, -0.036)
F (1.974, 0.180, 0.021)
H (-1.572, 1.394, 0.385)
H (0.868, -1.593, 0.061)

These are the Löwdin partial charges, in e, on atoms 1 to 2:
1. C -0.38
2. N 0.07

---

Model B:
Here is 2 unconnected molecules or ions with the total composition CH2F2N2 from the Open Molecules 2025 dataset. Energies are from wB97M-V/def2-TZVPD.

## Properties
SMILES ... N#CF.NF
HOMO level ... -10.3165 eV
Orbital gap ... 0.3326 hartree
E_LUMO ... -1.3 eV

Geometry (Å):
C (0.152, 0.012, 1.403)
N (-0.199, 0.282, -1.459)
N (0.769, 1.015, 1.376)
F (0.160, -1.192, 1.948)
F (-0.372, -1.113, -1.194)
H (0.441, 0.305, -0.590)
H (-0.951, 0.690, -1.483)

These are the Löwdin partial charges, in e, on atoms 1 to 2:
1. C -0.26
2. N 0.10

---

According to the calculations, the structures order from most to least stable as model A, model B.